[1]
Computed, not measured: 2 unconnected molecules or ions with the total composition C9H19O4 in a non-equilibrium geometry, with ωB97M-V/def2-TZVPD.

Last column: Mulliken spin population.
CARTESIAN COORDINATES (ANGSTROEM)
1 C 1.1928 -1.2541 -5.6907  0.003
2 C 0.5936 -0.6971 -4.6193  -0.002
3 O 0.6614 -1.2293 -3.4002  0.012
4 H 1.7327 -2.1987 -5.6095  0.000
5 H 1.0493 -0.8101 -6.6750  0.000
6 H 0.0652 0.2617 -4.7003  -0.001
7 C 1.3348 -0.4117 -2.2711  0.037
8 C 1.3182 -1.2673 -1.0257  -0.013
9 O 2.2506 -2.3112 -1.1330  0.001
10 C 2.2690 -3.1555 -0.0073  0.000
11 H 0.6124 0.4066 -2.1211  -0.013
12 H 2.3700 -0.3220 -2.6368  -0.023
13 H 0.3029 -1.6730 -0.8616  0.000
14 H 1.5380 -0.6321 -0.1476  -0.002
15 H 3.0222 -3.9326 -0.1851  0.000
16 H 2.5371 -2.5962 0.9056  0.000
17 H 1.2867 -3.6350 0.1460  0.000
18 C 2.5911 1.9529 -1.2164  0.844
19 O 3.7582 1.7627 -0.5505  0.131
20 C 4.9394 1.9055 -1.3176  0.027
21 C 6.1499 1.6858 -0.4468  0.004
22 O 6.1947 0.3545 -0.0047  0.000
23 C 7.3487 0.0579 0.7393  0.000
24 H 1.7457 2.1242 -0.5479  0.006
25 H 2.6418 2.4915 -2.1692  0.014
26 H 4.9855 2.9227 -1.7419  -0.014
27 H 4.9353 1.1840 -2.1502  -0.012
28 H 6.1265 2.3776 0.4152  -0.001
29 H 7.0494 1.9266 -1.0439  0.000
30 H 7.2857 -0.9905 1.0546  0.000
31 H 8.2600 0.1961 0.1318  0.000
32 H 7.4240 0.6986 1.6343  0.000

Results
2S+1 = 2
<S²> = 0.75
total charge = 0
E_LUMO (alpha / beta) = 0.03454 / 0.02545 Eh
relative energy (zero: lowest compared OMol25 entry of this formula, charge and spin) = 145.59 kJ/mol
HOMO-LUMO gap (alpha / beta) = 8.420 / 9.397 eV
HOMO level (alpha / beta) = -7.48 / -8.70 eV

[2]
Computed, not measured: a molecular structure, C19H31BFeN6S3Sb, with ωB97M-V/def2-TZVPD.

Last column: Löwdin charge in e.
CARTESIAN COORDINATES (ANGSTROEM)
1 Fe -0.8497 0.7275 -0.8372  -0.023
2 C -2.9492 -0.5791 2.7983  -0.061
3 C -2.0719 -0.8314 1.7358  -0.146
4 N -2.1041 0.1588 0.8540  0.023
5 N -2.9830 1.0590 1.3245  -0.021
6 C -3.5046 0.6453 2.4889  -0.085
7 B -3.2345 2.3729 0.5664  -0.530
8 N -3.6050 2.0302 -0.8700  -0.029
9 C -4.7800 2.1717 -1.5060  -0.090
10 C -4.6342 1.6701 -2.7830  -0.058
11 C -3.3031 1.2258 -2.8346  -0.137
12 N -2.6997 1.4545 -1.6793  0.005
13 N -1.9167 3.1640 0.5761  -0.020
14 C -1.7213 4.4512 0.9017  -0.085
15 C -0.3757 4.7311 0.7671  -0.067
16 C 0.1829 3.5190 0.3411  -0.146
17 N -0.7524 2.5852 0.2375  0.004
18 H -3.1367 -1.1919 3.6632  0.085
19 H -1.4402 -1.6805 1.5619  0.063
20 H -4.2341 1.2438 3.0091  0.114
21 H -4.1118 3.0042 1.0996  0.117
22 H -5.6274 2.6216 -1.0153  0.110
23 H -5.3795 1.6154 -3.5576  0.084
24 H -2.7637 0.7711 -3.6519  0.078
25 H -2.5466 5.0776 1.1973  0.114
26 H 0.1261 5.6669 0.9435  0.084
27 H 1.2105 3.2826 0.1117  0.103
28 S -0.1716 -0.1750 -5.2350  0.372
29 C -0.2366 0.0510 -3.5818  -1.851
30 S -0.9137 -1.1172 -2.5028  0.446
31 S 0.3711 1.4541 -2.7913  0.457
32 C 1.3444 -0.7169 2.8765  -0.166
33 C 2.3963 -0.6067 1.7731  -0.584
34 C 3.0630 0.7680 1.7928  -0.161
35 Sb 1.4118 -0.8751 -0.1625  1.505
36 C 1.1811 -3.0522 -0.1113  -0.538
37 C -0.2656 -3.4704 0.1322  -0.177
38 C 2.0996 -3.7562 0.8880  -0.154
39 C 3.2191 -0.8490 -1.3798  -0.550
40 C 4.3347 -1.7447 -0.8578  -0.155
41 C 2.8921 -1.1727 -2.8352  -0.165
42 H 1.7785 -0.5061 3.8616  0.072
43 H 0.9042 -1.7170 2.9185  0.053
44 H 0.5312 -0.0038 2.7120  0.059
45 H 3.1504 -1.3851 1.9081  0.062
46 H 2.3097 1.5570 1.7027  0.057
47 H 3.7748 0.8890 0.9721  0.057
48 H 3.6052 0.9310 2.7314  0.071
49 H 1.4549 -3.3413 -1.1293  0.075
50 H -0.5525 -3.2714 1.1662  0.046
51 H -0.3827 -4.5481 -0.0309  0.078
52 H -0.9596 -2.9526 -0.5303  0.017
53 H 1.7420 -3.6147 1.9115  0.063
54 H 3.1271 -3.4031 0.8440  0.038
55 H 2.1098 -4.8351 0.6918  0.076
56 H 3.5439 0.1939 -1.3183  0.075
57 H 4.0714 -2.7997 -0.9545  0.064
58 H 4.5837 -1.5425 0.1865  0.055
59 H 5.2390 -1.5804 -1.4546  0.074
60 H 2.4409 -2.1635 -2.9366  0.071
61 H 3.8078 -1.1584 -3.4380  0.077
62 H 2.2004 -0.4515 -3.2617  -0.003

Results
total charge = -1
E_LUMO (alpha / beta) = 0.09761 / 0.09761 Eh
HOMO-LUMO gap (alpha / beta) = 6.634 / 6.647 eV
HOMO level (alpha / beta) = -3.98 / -3.99 eV

[3]
Computed, not measured: a molecular structure, C25H27Cl2PV in a non-equilibrium geometry, with ωB97M-V/def2-TZVPD.

Last column: Mulliken spin population.
CARTESIAN COORDINATES (ANGSTROEM)
1 V -1.2039 -1.7949 0.0777  0.988
2 Cl -2.2335 -3.1047 -1.4684  -0.011
3 Cl 0.3269 -3.3481 0.8321  0.032
4 C -1.9321 -0.8085 1.9516  0.152
5 H -2.2505 -0.3828 2.9202  0.007
6 H -1.0956 -1.5634 2.4877  -0.006
7 C -2.3068 0.0391 -0.5025  -0.086
8 C -2.6711 0.1959 0.9982  -0.030
9 H -1.6056 0.8219 -0.8835  0.003
10 C -4.2087 0.0713 1.2242  0.003
11 H -2.4106 1.1698 1.4106  0.002
12 C -4.6795 -1.2284 0.5151  -0.002
13 H -4.3540 0.0306 2.2964  -0.002
14 H -4.7445 0.8956 0.8148  0.000
15 C -4.6742 -0.9369 -0.9808  0.004
16 H -4.0456 -2.0545 0.7831  -0.001
17 H -5.6902 -1.5139 0.7945  0.000
18 C -3.4267 -0.1121 -1.4975  -0.006
19 H -4.7459 -1.8091 -1.6270  -0.001
20 H -5.5657 -0.3340 -1.2343  0.000
21 H -2.9726 -0.5350 -2.4100  -0.003
22 H -3.7479 0.8853 -1.8029  -0.006
23 C 3.7411 -2.0183 -2.9557  0.000
24 C 2.3902 -2.4122 -2.9638  0.001
25 C 1.5086 -1.8886 -2.0277  0.009
26 C 1.9628 -0.9911 -1.0570  -0.006
27 C 3.3191 -0.5953 -1.0324  -0.003
28 C 4.1956 -1.1040 -1.9997  0.000
29 P 0.7085 -0.1284 -0.0293  -0.019
30 C 1.3879 0.0447 1.6657  0.000
31 C 0.6913 0.8110 2.6179  -0.004
32 C 1.1525 0.8972 3.9244  0.003
33 C 2.2657 0.1440 4.3299  -0.002
34 C 2.8560 -0.7371 3.4229  0.001
35 C 2.4288 -0.7980 2.1027  -0.006
36 C 1.0421 1.5735 -0.6980  -0.002
37 C 1.8177 2.5718 -0.0408  -0.001
38 C 2.1491 3.7524 -0.7329  0.001
39 C 1.7816 3.9644 -2.0705  -0.001
40 C 1.0597 2.9417 -2.7133  0.000
41 C 0.6782 1.7741 -2.0485  -0.002
42 H 4.4145 -2.4360 -3.7003  0.000
43 H 2.0104 -3.1169 -3.7057  0.000
44 H 0.4435 -2.1743 -2.0235  -0.005
45 H 3.6740 0.1070 -0.2962  0.000
46 H 5.2352 -0.7741 -2.0074  0.000
47 H -0.2558 1.2873 2.3443  -0.003
48 H 0.6208 1.5516 4.6264  0.000
49 H 2.6482 0.2406 5.3438  0.000
50 H 3.6727 -1.3932 3.7483  0.000
51 H 2.8621 -1.5311 1.4199  -0.001
52 H 2.1381 2.3984 0.9666  0.000
53 H 2.7108 4.5244 -0.2082  0.000
54 H 2.0188 4.8814 -2.5686  0.000
55 H 0.7795 3.0484 -3.7673  0.000
56 H 0.1291 1.0015 -2.5653  0.000

Results
2S+1 = 2
<S²> = 0.80
total charge = 0
E_LUMO (alpha / beta) = -0.03614 / -0.03073 Eh
HOMO-LUMO gap (alpha / beta) = 6.899 / 6.952 eV
HOMO level (alpha / beta) = -7.88 / -7.79 eV

[4]
Computed, not measured: a single C22H23N3O3S molecule, with ωB97M-V/def2-TZVPD.

Last column: Löwdin charge in e.
CARTESIAN COORDINATES (ANGSTROEM)
1 C 2.3277 -1.3586 -2.7894  -0.040
2 C 3.0949 -0.9206 -1.5793  -0.265
3 C 4.1245 -1.6890 -1.0551  -0.040
4 C 4.8239 -1.2617 0.0596  -0.033
5 C 4.5143 -0.0694 0.6965  -0.218
6 C 5.2378 0.3636 1.9364  -0.036
7 C 3.4855 0.7104 0.1618  -0.266
8 N 3.0877 1.9289 0.7573  -0.049
9 S 1.6492 1.8345 1.6359  0.688
10 O 1.5414 0.5581 2.2861  -0.276
11 O 1.6138 3.0072 2.4617  -0.287
12 C 0.4092 1.9113 0.3505  -0.239
13 C -0.3587 0.7784 0.1759  -0.010
14 C -1.3070 0.7354 -0.8392  -0.115
15 C -2.1366 -0.4717 -1.1334  -0.460
16 O -2.5595 -0.7065 -2.2492  0.069
17 N -2.3738 -1.2780 -0.0735  0.073
18 C -3.1922 -2.4630 -0.1794  -0.121
19 C -4.4988 -2.3279 0.5562  -0.201
20 C -5.2228 -1.1414 0.5125  -0.012
21 C -6.4241 -1.0699 1.1987  -0.144
22 N -6.9258 -2.0739 1.8970  0.052
23 C -6.2404 -3.2026 1.9358  -0.150
24 C -5.0269 -3.3826 1.2903  -0.025
25 C -1.4542 1.8512 -1.6612  0.011
26 C -0.6882 2.9835 -1.4629  -0.008
27 C 0.2695 3.0372 -0.4520  -0.241
28 C 1.1424 4.2295 -0.2606  -0.038
29 C 2.7961 0.2875 -0.9648  0.016
30 H 1.2736 -1.1070 -2.6907  0.074
31 H 2.7094 -0.8537 -3.6770  0.086
32 H 2.4232 -2.4305 -2.9423  0.077
33 H 4.3798 -2.6313 -1.5174  0.110
34 H 5.6172 -1.8783 0.4573  0.111
35 H 4.5254 0.5314 2.7448  0.083
36 H 5.7914 1.2886 1.7657  0.085
37 H 5.9436 -0.4012 2.2497  0.080
38 H 3.7992 2.3463 1.3414  0.108
39 H -0.1522 -0.0601 0.8229  0.115
40 H -2.0701 -1.0014 0.8460  0.143
41 H -2.6377 -3.3312 0.1919  0.128
42 H -3.3882 -2.6001 -1.2495  0.135
43 H -4.8577 -0.2969 -0.0520  0.111
44 H -7.0173 -0.1649 1.1896  0.105
45 H -6.6854 -3.9998 2.5167  0.104
46 H -4.5046 -4.3253 1.3553  0.108
47 H -2.1767 1.8052 -2.4624  0.123
48 H -0.8206 3.8387 -2.1090  0.117
49 H 2.1523 3.9992 -0.5999  0.087
50 H 1.2066 4.4787 0.7957  0.072
51 H 0.7660 5.0811 -0.8214  0.085
52 H 2.0140 0.9123 -1.3677  0.118

Results
total charge = 0
E_LUMO = 0.00816 Eh
relative energy (zero: lowest compared OMol25 entry of this formula, charge and spin) = 104.88 kJ/mol
HOMO-LUMO gap = 9.142 eV
HOMO level = -8.92 eV
SMILES string = Cc1ccc(C)c(NS(=O)(=O)c2cc(C(=O)NCc3ccncc3)ccc2C)c1

[5]
Computed, not measured: 11 unconnected molecules or ions with the total composition H22O11 in a non-equilibrium geometry, with ωB97M-V/def2-TZVPD.

Last column: Löwdin charge in e.
CARTESIAN COORDINATES (ANGSTROEM)
1 O -1.8889 0.1831 2.6777  -0.070
2 H -1.5845 0.3235 1.7738  -0.024
3 H -1.9669 -0.7821 2.7513  0.033
4 O 1.3775 2.5639 0.6166  -0.035
5 H 1.8745 2.3917 -0.1841  0.031
6 H 1.6966 1.9725 1.3159  0.061
7 O -1.3337 -2.2304 -0.9730  -0.074
8 H -0.7065 -2.0800 -1.7319  0.005
9 H -1.2624 -1.3690 -0.5748  -0.007
10 O 0.6843 -1.7761 -2.5197  -0.003
11 H 1.1717 -2.0984 -1.7909  0.007
12 H 0.5622 -2.5644 -3.0575  0.085
13 O -0.3833 4.2625 -1.1685  -0.042
14 H -0.0577 3.4021 -0.9139  -0.026
15 H -0.8836 4.1416 -1.9813  0.057
16 O -0.4950 0.0050 0.2577  -0.063
17 H -0.3045 0.8376 -0.1686  0.006
18 H 0.4086 -0.3844 0.1478  0.037
19 O 1.7987 -1.5707 0.3676  -0.002
20 H 2.4775 -1.0136 0.0621  0.055
21 H 2.1727 -2.3756 0.0500  0.054
22 O 0.4563 -1.9109 3.2137  -0.006
23 H -0.1864 -2.2135 2.6130  -0.023
24 H 0.8581 -1.2110 2.7894  -0.028
25 O 0.4480 1.5033 -2.0195  -0.031
26 H 0.5620 2.2368 -2.6424  0.069
27 H -0.3015 1.0466 -2.3418  0.040
28 O -0.1162 -3.6152 0.9113  -0.051
29 H -0.5851 -3.1839 0.2049  -0.040
30 H 0.8205 -3.4059 0.7419  0.014
31 O -2.0949 2.7724 0.4950  -0.029
32 H -1.5259 2.7421 1.2173  -0.005
33 H -1.6924 3.4004 -0.1394  0.005

Results
total charge = 0
E_LUMO = -0.02944 Eh
relative energy (zero: lowest compared OMol25 entry of this formula, charge and spin) = 233.61 kJ/mol
HOMO-LUMO gap = 9.410 eV
HOMO level = -10.21 eV
SMILES string = O.O.O.O.O.O.O.O.O.O.O

Number 1: M 191.2 g/mol. Number 2: M 628.1 g/mol. Number 3: M 480.3 g/mol. Number 4: M 409.5 g/mol. Number 5: M 198.2 g/mol.